Computed, not measured: a cluster of 2 separate species, CH4I2N3 in total, with wB97M-V/def2-TZVPD.

CARTESIAN COORDINATES (ANGSTROEM)
1 C -0.2579 0.4204 0.0918
2 N 0.6969 1.2075 0.0267
3 N 0.5847 -1.4487 -0.0134
4 N -1.5108 0.3401 -0.1635
5 I 2.5597 -1.5145 0.0949
6 I -2.6901 -1.2720 0.0729
7 H 1.5712 0.7101 0.0496
8 H 0.6206 2.1512 -0.4335
9 H 0.3819 -1.9040 0.8149
10 H -1.9562 1.3099 -0.5405

Cartesian forces (eV/Å) of the 2 atoms listed first:
-0.24 -7.00 -0.29
1.05 3.90 -1.11

Calculated values
net charge = +1
E_tot = -799.757325 hartree
energy relative to the best compared isomer or geometry (same formula, charge and spin) = 75.8 kcal/mol
spin multiplicity = 1
M = 311.9 u
strongest force on any atom = 7.01 eV/Å
HOMO-LUMO gap = 7.9365 eV
LUMO energy = -5.31 eV

Computed, not measured: the ion CH4IN2 with charge +1, with wB97M-V/def2-TZVPD.

CARTESIAN COORDINATES (ANGSTROEM)
1 C 0.3496 0.5135 -0.1050
2 N 1.2750 -0.3135 0.2582
3 N -1.1799 -0.0850 -0.1876
4 I -2.8469 0.7376 -0.8758
5 H 0.2899 1.4416 -0.6712
6 H 2.2143 -0.2021 0.4517
7 H 0.9851 -1.2367 0.7105
8 H -1.0873 -0.8554 0.4193

Cartesian forces (eV/Å) of the 2 atoms listed first:
-6.87 -2.48 -1.90
-3.20 -2.02 1.27

Calculated values
net charge = +1
E_tot = -447.352772 hartree
energy relative to the best compared isomer or geometry (same formula, charge and spin) = 65.4 kcal/mol
spin multiplicity = 1
M = 171.0 u
strongest force on any atom = 8.05 eV/Å
structure (SMILES) = N/C=[NH+]/I
HOMO-LUMO gap = 8.3218 eV
LUMO energy = -5.21 eV

Computed, not measured: a structure of composition CH4IN4P, with wB97M-V/def2-TZVPD.

CARTESIAN COORDINATES (ANGSTROEM)
1 C -0.5043 0.1322 -0.2056
2 N 0.4437 -0.8582 -0.0652
3 N -0.2999 -1.9239 -0.0266
4 N -1.5682 -1.5230 -0.1725
5 N -1.7138 -0.2468 -0.2584
6 P 0.0139 1.9063 -0.4385
7 I 3.7478 0.2452 0.4335
8 H 1.1551 2.3719 0.6399
9 H -2.3345 -2.1879 -0.0117
10 H 2.3461 -0.0066 -0.0361
11 H -1.2857 2.0908 0.1413

Cartesian forces (eV/Å) of the 2 atoms listed first:
5.08 3.14 0.24
-2.80 -0.37 -0.30

Calculated values
E_tot = -898.463448 hartree
energy relative to the best compared isomer or geometry (same formula, charge and spin) = 21.6 kcal/mol
spin multiplicity = 1
M = 229.9 u
strongest force on any atom = 5.98 eV/Å
HOMO-LUMO gap = 10.2744 eV
LUMO energy = 0.80 eV

Computed, not measured: a structure of composition CH4INS, with wB97M-V/def2-TZVPD.

CARTESIAN COORDINATES (ANGSTROEM)
1 C -0.3524 1.2366 0.1749
2 N 0.0428 -1.2895 0.1194
3 S -0.6852 -0.2161 -0.8486
4 I -0.1050 -3.2136 -0.4828
5 H -0.9943 1.2180 1.0492
6 H -0.5455 2.1208 -0.4238
7 H 0.6936 1.1811 0.4681
8 H 1.9460 -1.0374 -0.0565

Cartesian forces (eV/Å) of the 2 atoms listed first:
-0.13 -0.42 -0.18
1.54 -0.04 0.65

Calculated values
E_tot = -790.965814 hartree
energy relative to the best compared isomer or geometry (same formula, charge and spin) = 94.5 kcal/mol
spin multiplicity = 1
M = 189.0 u
strongest force on any atom = 1.68 eV/Å
HOMO-LUMO gap (spin up / spin down) = 7.6950 / 8.0335 eV
LUMO energy (spin up / spin down) = -0.57 / -0.77 eV